[1]
Formula: C3H9N3O
Source: the OMol25 dataset
Level of theory: ωB97M-V with the def2-TZVPD basis set

The net charge is 0. The calculation puts the strongest force on any atom at 0.034 Eh/bohr. Its electronic energy is -359.22326 Ha. Its SMILES is NCCNC(N)=O. The gap between HOMO and LUMO comes out at 0.372 hartree. The LUMO energy comes out at 0.6 eV. As for the spin multiplicity: 1. The calculation puts the energy above the lowest of the compared OMol25 structures with the same formula, charge and spin at 0.576 eV.

Last column: Mulliken charge in e.
Atoms and positions in Å:
C 0.27956 1.44394 -0.41678  -0.879
N -0.54632 0.34786 -0.94482  -0.221
C -1.19890 -0.59611 -0.08267  0.595
N -1.32302 -0.24273 1.25986  -0.530
O -1.50284 -1.67328 -0.52718  -0.599
C 1.72786 1.00293 -0.14718  -0.414
N 1.82972 -0.30971 0.57229  -0.577
H -0.25364 1.90822 0.41350  0.422
H 0.32626 2.19475 -1.21606  0.284
H -0.04315 -0.21707 -1.61098  0.233
H -1.47623 -1.06067 1.83453  0.265
H -0.47777 0.23023 1.51548  0.266
H 2.15651 0.91666 -1.14634  0.352
H 2.39532 1.67128 0.40772  0.358
H 2.17644 -0.20285 1.52674  0.212
H 2.68906 -0.73328 0.21452  0.233


[2]
Formula: C3H9N3O
Source: the OMol25 dataset
Level of theory: ωB97M-V with the def2-TZVPD basis set

The net charge is 0. The calculation puts the strongest force on any atom at 0.047 Eh/bohr. Its electronic energy is -359.20406 Ha. Its SMILES is NCNC(=O)CN. The gap between HOMO and LUMO comes out at 0.372 hartree. The LUMO energy comes out at 0.9 eV. As for the spin multiplicity: 1. The calculation puts the energy above the lowest of the compared OMol25 structures with the same formula, charge and spin at 1.099 eV.

Last column: Mulliken charge in e.
Atoms and positions in Å:
O 0.15283 1.60138 1.13077  -0.614
C -0.39187 0.89398 0.29057  0.733
N 0.26206 0.46673 -0.83719  -0.279
C 1.71309 0.27988 -0.74207  -0.482
N 2.04616 -1.13616 -0.41060  -0.677
C -1.84073 0.62833 0.36276  -0.667
N -2.13124 -0.78727 0.59286  -0.543
H -0.18528 -0.33152 -1.27112  0.288
H 2.14901 0.32927 -1.72896  0.276
H 2.03509 0.94526 0.07279  0.429
H 1.59078 -1.49096 0.44149  0.230
H 2.96414 -1.06569 0.03354  0.245
H -2.34782 1.09756 -0.51741  0.283
H -2.32638 1.14001 1.19567  0.311
H -1.84467 -1.12148 1.49892  0.222
H -1.84517 -1.44930 -0.11201  0.244


[3]
Formula: C3H9N3O
Source: the OMol25 dataset
Level of theory: ωB97M-V with the def2-TZVPD basis set

The net charge is 0. The calculation puts the strongest force on any atom at 0.090 Eh/bohr. Its electronic energy is -359.09248 Ha. Its SMILES is [H]/N=C(\NO)N(C)C. The gap between HOMO and LUMO comes out at 0.348 hartree. The LUMO energy comes out at 0.8 eV. As for the spin multiplicity: 1. The calculation puts the energy above the lowest of the compared OMol25 structures with the same formula, charge and spin at 4.135 eV.

Last column: Mulliken charge in e.
Atoms and positions in Å:
C 1.33368 -1.54540 0.34995  -1.056
C 1.26619 0.71576 1.15169  -0.951
C -0.27162 -0.19207 -0.68646  0.392
H 0.49471 -2.28698 0.32030  0.320
H 2.02368 -1.47165 1.21709  0.397
H 1.72787 -1.74439 -0.61276  0.307
H 0.95103 1.73608 0.98310  0.337
H 0.90144 0.32808 2.14556  0.355
H 2.43496 0.80853 1.08759  0.313
H -1.36784 -0.62624 -1.88523  0.222
H -1.34789 1.38265 -1.43423  0.351
H -1.94616 0.39298 0.93107  0.329
N 0.77173 -0.23647 0.19677  0.088
N -0.69375 -1.12571 -1.39264  -0.703
N -0.79063 1.07816 -0.60912  -0.272
O -1.60659 1.19992 0.62391  -0.430


[4]
Formula: C3H9N3O
Source: the OMol25 dataset
Level of theory: ωB97M-V with the def2-TZVPD basis set

The net charge is 0. The calculation puts the strongest force on any atom at 0.115 Eh/bohr. Its electronic energy is -359.13801 Ha. Its SMILES is [H]/N=C(\N)[C@@H](O)NC. The gap between HOMO and LUMO comes out at 0.349 hartree. The LUMO energy comes out at 0.9 eV. As for the spin multiplicity: 1. The calculation puts the energy above the lowest of the compared OMol25 structures with the same formula, charge and spin at 2.896 eV.

Last column: Mulliken charge in e.
Atoms and positions in Å:
C -0.62696 0.01228 -0.15440  0.065
C -0.22322 -1.57538 -1.94926  -0.743
N 0.49541 -0.49275 -0.77813  -0.657
C 0.25419 0.57830 1.39430  0.315
N 0.41508 1.90769 1.64537  -0.457
O -1.17565 1.07917 -0.81123  -0.533
N 0.53226 -0.37447 2.19720  -0.689
H -0.47836 1.36334 -1.42831  0.396
H 0.96092 -1.13160 -0.13014  0.337
H -1.39295 -0.64708 0.25686  0.412
H 0.39517 2.49193 0.81666  0.234
H 1.07756 2.18519 2.36171  0.231
H 0.76397 -0.03196 3.13713  0.199
H 0.61837 -2.15991 -2.31770  0.327
H -0.96201 -2.23852 -1.49767  0.311
H -0.65378 -0.96623 -2.74239  0.253


[5]
Formula: C3H9N3O
Source: the OMol25 dataset
Level of theory: ωB97M-V with the def2-TZVPD basis set

The net charge is 0. The calculation puts the strongest force on any atom at 0.049 Eh/bohr. Its electronic energy is -359.10018 Ha. The gap between HOMO and LUMO (alpha / beta) comes out at 0.301 / 0.301 hartree. The LUMO energy (alpha / beta) comes out at 0.0 / 0.0 eV. As for the spin multiplicity: 1. The calculation puts the energy above the lowest of the compared OMol25 structures with the same formula, charge and spin at 3.926 eV.

Last column: Mulliken charge in e.
Atoms and positions in Å:
C 1.00193 -1.97475 -1.16592  -0.404
O 1.19335 -0.76124 -1.48585  -0.467
H 0.44186 0.06517 -0.80437  0.145
H 0.24231 -2.56596 -1.68620  0.304
H 0.14359 -1.58500 0.41696  0.238
H 1.75209 -2.50726 -0.57125  0.337
C -0.43023 0.36577 0.18628  0.525
N -1.55756 0.97182 -0.43185  -0.659
C 0.46304 1.23416 0.99008  -0.191
N -0.63675 -0.91546 0.71787  -0.636
N 0.33567 2.49556 0.94954  -0.625
H -2.39546 0.87900 0.13377  0.219
H -1.37625 1.95767 -0.59355  0.313
H -1.46372 -1.34260 0.31118  0.291
H 1.05099 2.98666 1.48121  0.245
H 1.23513 0.69648 1.55210  0.364


[6]
Formula: C3H9N3O
Source: the OMol25 dataset
Level of theory: ωB97M-V with the def2-TZVPD basis set

The net charge is 0. The calculation puts the strongest force on any atom at 0.038 Eh/bohr. Its electronic energy is -359.10771 Ha. Its SMILES is [H]/N=C\N=N/[H].CCO. The gap between HOMO and LUMO comes out at 0.345 hartree. The LUMO energy comes out at 0.0 eV. As for the spin multiplicity: 1. The calculation puts the energy above the lowest of the compared OMol25 structures with the same formula, charge and spin at 3.721 eV.

Last column: Mulliken charge in e.
Atoms and positions in Å:
C -1.37495 -0.08070 -0.50321  0.016
C -2.31840 -1.18904 -0.05723  -1.142
O -1.31234 0.98206 0.39943  -0.563
H -0.96904 0.64332 1.26438  0.393
H -1.68026 0.33994 -1.46472  0.331
H -0.33904 -0.50752 -0.59692  0.114
H -3.32346 -0.79147 0.07517  0.286
H -1.98565 -1.61502 0.88863  0.318
H -2.35447 -1.97979 -0.80533  0.337
C 2.39256 0.34678 -0.60666  0.138
N 1.48869 0.01084 0.36330  -0.058
N 1.01970 0.66291 1.29171  -0.400
N 3.61871 0.59454 -0.43184  -0.551
H 1.20952 1.68433 1.26066  0.219
H 3.89624 0.69694 0.54311  0.245
H 2.03219 0.20186 -1.62047  0.317


[7]
Formula: C3H9N3O
Source: the OMol25 dataset
Level of theory: ωB97M-V with the def2-TZVPD basis set

The net charge is 0. The calculation puts the strongest force on any atom at 0.096 Eh/bohr. Its electronic energy is -359.14356 Ha. Its SMILES is NCNCC(N)=O. The gap between HOMO and LUMO comes out at 0.351 hartree. The LUMO energy comes out at 0.9 eV. As for the spin multiplicity: 1. The calculation puts the energy above the lowest of the compared OMol25 structures with the same formula, charge and spin at 2.745 eV.

Last column: Mulliken charge in e.
Atoms and positions in Å:
O -0.53102 2.20560 0.89960  -0.621
C -0.26310 1.71449 -0.20091  0.459
N -0.03245 2.70412 -1.18762  -0.500
C -0.28854 0.27937 -0.68544  -0.388
N -0.76520 -0.80724 0.25721  -0.482
C 0.35988 -1.87031 0.23495  -0.205
N 0.71380 -1.93582 1.67065  -0.477
H -0.21346 3.62064 -0.85610  0.264
H -0.53209 2.42080 -2.13458  0.254
H -1.01091 0.22812 -1.48609  0.229
H 0.74296 0.31191 -1.06989  0.241
H -0.94075 -0.43916 1.20846  0.319
H -0.05125 -2.68370 -0.22071  0.260
H 1.04134 -1.66498 -0.59607  0.324
H 0.10868 -2.27898 2.32931  0.166
H 1.66211 -1.80484 1.83722  0.157


[8]
Formula: C3H9N3O
Source: the OMol25 dataset
Level of theory: ωB97M-V with the def2-TZVPD basis set

The net charge is +2. The calculation puts the strongest force on any atom at 0.083 Eh/bohr. Its electronic energy is -358.53085 Ha. Its SMILES is N/C=[NH+]/C=[NH+]/CO. The gap between HOMO and LUMO comes out at 0.397 hartree. The LUMO energy comes out at -9.4 eV. As for the spin multiplicity: 1. The calculation puts the energy above the lowest of the compared OMol25 structures with the same formula, charge and spin at 0.000 eV.

Last column: Mulliken charge in e.
Atoms and positions in Å:
C 2.19437 -0.60614 0.13607  0.216
C -0.21360 -0.17553 -0.07076  0.046
C -2.76581 0.36658 0.15231  -0.175
N 3.46519 -0.12554 0.00592  -0.286
N 1.15613 0.14521 -0.22454  -0.166
N -1.10076 0.70587 -0.26260  -0.250
O -2.93218 -0.97421 0.25979  -0.403
H 2.09394 -1.64552 0.44035  0.360
H -0.56162 -1.18549 0.21057  0.401
H -3.35280 0.97379 -0.62229  0.303
H -2.81427 0.87958 1.04332  0.373
H 4.24436 -0.68186 0.31542  0.301
H 3.75058 0.85518 -0.05481  0.270
H 1.34329 1.15827 -0.19020  0.320
H -1.12038 1.66534 -0.70692  0.334
H -3.38642 -1.35554 -0.43163  0.355


[9]
Formula: C3H9N3O2
Source: the OMol25 dataset
Level of theory: ωB97M-V with the def2-TZVPD basis set

The net charge is 0. The calculation puts the strongest force on any atom at 0.068 Eh/bohr. Its electronic energy is -434.43689 Ha. Its SMILES is CNC(N)(N)C(=O)O. The gap between HOMO and LUMO comes out at 0.358 hartree. The LUMO energy comes out at 0.6 eV. As for the spin multiplicity: 1. The calculation puts the energy above the lowest of the compared OMol25 structures with the same formula, charge and spin at 2.429 eV.

Last column: Mulliken charge in e.
Atoms and positions in Å:
C -0.80258 -1.85646 0.60059  -0.918
C -0.09490 0.39218 -0.11185  0.678
N -1.07837 1.42124 0.12625  -0.657
N -0.09907 -0.08667 -1.47654  -0.593
N -0.10251 -0.62692 0.91748  -0.335
H 0.16664 0.66032 -2.10448  0.238
H -1.97220 0.99473 0.34601  0.258
H -0.79268 1.97973 0.92605  0.268
H -1.01046 -0.45127 -1.72826  0.246
H -1.85602 -1.61547 0.44422  0.312
H -0.72724 -2.52125 1.45920  0.334
H -0.41201 -2.37413 -0.28252  0.334
C 1.34344 0.96194 0.25620  0.182
O 2.20363 0.71507 -0.73644  -0.424
O 1.52759 1.71935 1.17801  -0.563
H 2.75090 1.50715 -0.90778  0.359
H 0.95586 -0.81955 1.09387  0.283


[10]
Formula: C3H9N3O2
Source: the OMol25 dataset
Level of theory: ωB97M-V with the def2-TZVPD basis set

The net charge is 0. The calculation puts the strongest force on any atom at 0.044 Eh/bohr. Its electronic energy is -434.45032 Ha. The gap between HOMO and LUMO comes out at 0.309 hartree. The LUMO energy comes out at 0.4 eV. As for the spin multiplicity: 1. The calculation puts the energy above the lowest of the compared OMol25 structures with the same formula, charge and spin at 2.064 eV.

Last column: Mulliken charge in e.
Atoms and positions in Å:
N -2.13768 0.54930 1.26762  -0.552
C -1.79272 0.54289 -0.13552  0.753
O -1.85908 -0.63244 -0.60421  -0.738
O -1.40588 1.59097 -0.72515  -0.731
H -2.64076 1.40599 1.58718  0.216
H -2.78999 -0.26278 1.41812  0.244
C 1.55907 -0.80230 -1.76590  -0.883
N 0.65644 0.28522 1.57062  -0.320
C 0.78405 -0.42396 0.47690  -0.144
N 1.55515 -0.08913 -0.50543  -0.061
H 1.84802 -0.08498 -2.52245  0.319
H 0.57591 -1.14850 -1.98933  0.358
H 2.35615 -1.59950 -1.78180  0.290
H 1.17723 1.12094 1.65560  0.171
H -0.13420 0.09734 2.18160  0.341
H 0.16421 -1.30360 0.28698  0.526
H 2.08409 0.75454 -0.41483  0.211